{
  "formula": "C3H4NO3",
  "method": "ωB97M-V/def2-TZVPD",
  "species": ["C", "C", "O", "N", "C", "O", "O", "H", "H", "H", "H"],
  "coordinates": [[1.17, 0.73, 0.05], [0.78, -0.74, -0.08], [1.41, -1.77, 0.10], [-0.58, -0.83, -0.34], [-1.67, 0.10, 0.11], [-1.52, 0.54, 1.28], [-2.56, 0.29, -0.71], [0.79, 1.39, -0.72], [2.25, 0.86, 0.14], [0.81, 1.07, 1.03], [-0.88, -1.64, -0.85]],
  "de_lowest_kcal_mol": 10.4,
  "total_energy_ev": -10810.7347,
  "smiles": "CC(=O)NC(=O)[O-]",
  "homo_lumo_gap_ha": 0.311,
  "multiplicity": 1,
  "charge": -1,
  "e_homo_ev": -4.369
}